One molecule with the formula C6H5NO3 in a non-equilibrium geometry. Source: OMol25; level of theory: wB97M-V/def2-TZVPD.

Structure (XYZ):
```
15
Properties=species:S:1:pos:R:3:forces:R:3
O -0.519345 -3.496520 0.496097 0.79 0.69 1.54
O 0.676499 -2.640856 0.634858 -0.95 -0.24 0.87
O 0.583033 0.169405 -2.535310 0.17 -1.24 0.43
N 0.555416 -1.786492 -0.401650 -0.85 0.59 -3.06
C 0.169422 0.372531 -1.399658 0.65 1.04 -3.25
C -0.557914 2.096342 0.169549 1.20 -1.03 -3.49
C 0.468002 0.095864 1.084301 -1.10 -0.23 0.02
C -0.432441 1.699711 -1.261135 -0.54 0.13 7.68
C -0.093399 1.277062 1.377936 0.39 0.75 -2.00
C 0.446947 -0.517504 -0.246557 0.09 -0.09 2.22
H -0.614717 2.321790 -2.128748 -0.03 -0.11 0.29
H -0.044347 1.673005 2.425421 -0.53 -0.26 -1.31
H -0.511245 -3.765562 -0.416858 0.45 -0.13 -1.15
H -0.797070 3.116469 0.368830 -0.46 0.56 0.12
H 0.671158 -0.615245 1.832924 0.71 -0.43 1.10
```
Forces are in eV/Å.

* structure (SMILES): O=C1C=CC=C/C1=N\OO
* total energy: -13928.5605 eV
* energy above the lowest of the compared OMol25 structures with the same formula, charge and spin: 171.92 kcal per mole
* HOMO: -9.30 eV
* Kohn-Sham gap: 7.731 eV